DFT (ωB97M-V/def2-TZVPD) results for C16H23N3O3S in the gas phase.

Geometry as ORCA input:
```
! wB97M-V def2-TZVPD RIJCOSX def2/J DEFGRID3
* xyz 0 1
C 3.344 3.818 2.723
C 3.791 2.474 3.292
O 3.890 1.470 2.301
C 2.775 0.865 1.821
C 1.481 1.089 2.278
C 0.392 0.409 1.742
C -0.992 0.669 2.236
C 0.634 -0.505 0.729
S -0.696 -1.420 -0.019
O -1.513 -2.060 0.970
O -0.144 -2.243 -1.065
N -1.618 -0.184 -0.674
C -1.154 0.379 -1.922
C -1.998 0.023 -3.149
C -2.196 -1.491 -3.336
N -3.383 -1.959 -2.669
C -3.457 -2.744 -1.552
C -4.788 -2.881 -1.278
N -5.527 -2.204 -2.197
C -4.662 -1.667 -3.011
C 1.917 -0.740 0.265
C 3.002 -0.070 0.792
C 4.398 -0.313 0.312
H 4.035 4.137 1.947
H 3.332 4.564 3.513
H 2.350 3.747 2.288
H 3.131 2.153 4.106
H 4.806 2.561 3.688
H 1.294 1.796 3.071
H -1.534 1.278 1.513
H -0.974 1.191 3.190
H -1.530 -0.269 2.341
H -2.609 -0.358 -0.613
H -1.115 1.471 -1.820
H -0.134 0.012 -2.056
H -2.977 0.501 -3.066
H -1.496 0.434 -4.026
H -1.338 -2.032 -2.932
H -2.290 -1.716 -4.404
H -2.585 -3.120 -1.060
H -5.258 -3.424 -0.483
H -4.916 -1.071 -3.866
H 2.046 -1.470 -0.519
H 4.407 -1.047 -0.487
H 5.018 -0.668 1.133
H 4.838 0.617 -0.046
*
```

- lowest unoccupied orbital energy (eV) = 0.61
- E_HOMO (Eh) = -0.3133
- ΔE to the lowest compared entry with this formula, charge and spin (kcal per mole) = 63.3



DFT (ωB97M-V/def2-TZVPD) results for 2 unconnected molecules or ions with the total composition C16H23N3O5.

Geometry as ORCA input:
```
! wB97M-V def2-TZVPD RIJCOSX def2/J DEFGRID3
* xyz 0 1
C -3.695 4.540 2.070
N -3.044 3.368 1.487
C -2.119 3.425 0.517
O -1.714 4.493 0.070
C -1.562 2.095 -0.036
C -1.307 2.136 -1.561
C -0.787 0.825 -2.176
C 0.478 0.322 -1.490
N 0.478 -0.874 -0.945
O 1.488 0.996 -1.417
N -2.292 0.879 0.379
C -3.545 0.498 0.125
C -4.431 1.263 -0.839
O -3.979 -0.501 0.671
H -4.085 5.181 1.275
H -4.516 4.233 2.719
H -2.969 5.113 2.650
H -3.314 2.457 1.826
H -0.576 2.015 0.425
H -0.571 2.917 -1.762
H -2.223 2.422 -2.076
H -1.563 0.062 -2.129
H -0.557 0.998 -3.227
H -0.324 -1.474 -1.015
H 1.345 -1.145 -0.511
H -1.807 0.266 1.015
H -4.107 1.064 -1.858
H -4.398 2.331 -0.639
H -5.456 0.913 -0.720
C 0.921 -4.014 1.448
C 2.294 -4.595 1.147
O 2.823 -5.275 2.016
O 2.822 -4.335 -0.071
C 3.656 -3.248 -0.101
C 4.737 -3.082 0.781
C 5.531 -1.931 0.725
C 5.247 -0.932 -0.212
C 4.188 -1.099 -1.109
C 3.415 -2.264 -1.065
H 0.993 -2.930 1.554
H 0.526 -4.436 2.376
H 0.234 -4.250 0.633
H 4.965 -3.852 1.513
H 6.363 -1.809 1.413
H 5.852 -0.031 -0.250
H 3.971 -0.326 -1.843
H 2.616 -2.408 -1.784
*
```

- lowest unoccupied orbital energy (eV) = 0.36
- E_HOMO (Eh) = -0.3428
- ΔE to the lowest compared entry with this formula, charge and spin (kcal per mole) = 0.0



DFT (ωB97M-V/def2-TZVPD) results for C16H23N5O5S in the gas phase.

Geometry as ORCA input:
```
! wB97M-V def2-TZVPD RIJCOSX def2/J DEFGRID3
* xyz 0 1
C 1.286 -3.791 3.895
C 1.477 -4.176 2.432
C 2.149 -3.074 1.636
S 1.007 -1.705 1.282
O 0.538 -1.117 2.509
O 1.668 -0.844 0.341
N -0.268 -2.484 0.560
C -1.578 -2.480 1.164
C -2.551 -1.524 0.420
N -1.990 -1.050 -0.825
C -1.306 0.156 -0.858
C -0.816 0.731 0.321
C -0.044 1.867 0.248
C 0.245 2.490 -0.989
C -0.294 2.001 -2.147
C -1.100 0.851 -2.080
N -1.768 0.510 -3.285
O -2.631 -0.355 -3.273
O -1.478 1.135 -4.295
N 1.072 3.556 -0.719
C 1.638 4.467 -1.674
C 1.323 3.608 0.635
O 2.021 4.409 1.212
N 0.608 2.570 1.216
C 0.652 2.262 2.620
C -1.456 -2.167 -1.573
C -0.196 -2.707 -0.867
H 0.727 -4.562 4.419
H 2.249 -3.673 4.385
H 0.746 -2.852 3.968
H 2.085 -5.083 2.371
H 0.509 -4.390 1.975
H 2.476 -3.408 0.655
H 2.987 -2.632 2.168
H -1.437 -2.173 2.199
H -1.970 -3.504 1.152
H -3.467 -2.069 0.163
H -2.835 -0.675 1.039
H -0.954 0.254 1.274
H -0.141 2.469 -3.105
H 2.256 3.930 -2.396
H 0.849 5.003 -2.205
H 2.253 5.176 -1.122
H -0.295 2.524 3.099
H 0.847 1.198 2.762
H 1.452 2.855 3.061
H -2.236 -2.931 -1.611
H -1.216 -1.889 -2.595
H 0.690 -2.172 -1.214
H -0.074 -3.779 -1.076
*
```

- lowest unoccupied orbital energy (eV) = -0.09
- E_HOMO (Eh) = -0.2848
- ΔE to the lowest compared entry with this formula, charge and spin (kcal per mole) = 1.1



DFT (ωB97M-V/def2-TZVPD) results for a molecular structure, C16H23N5OS.

Geometry as ORCA input:
```
! wB97M-V def2-TZVPD RIJCOSX def2/J DEFGRID3
* xyz 0 1
C -0.567 0.049 -3.512
H -0.485 1.239 -3.652
H -1.434 -0.186 -4.335
H -0.851 -0.065 -2.542
C 0.896 -0.446 -3.810
N 1.933 -0.285 -2.864
C 2.037 -0.826 -1.506
N 2.908 -0.080 -1.001
C 3.034 -0.653 0.227
N 2.194 -1.638 0.807
C 1.305 -2.290 -0.243
N 1.267 -1.781 -1.492
S 0.365 -3.236 0.570
C -1.156 -3.330 -0.733
H -0.591 -2.916 -1.718
H -1.555 -4.340 -0.633
C -2.051 -2.119 -0.084
H -2.915 -2.226 -0.821
O -1.499 -0.910 -0.430
C -1.993 0.044 0.244
C -1.096 1.355 0.172
C -1.638 2.279 0.741
C -3.012 2.478 1.170
C -3.759 1.259 1.263
C -3.250 0.323 0.415
H -3.988 -0.591 0.677
H -4.696 1.581 1.718
C -3.564 3.835 1.618
H -4.422 3.653 2.280
H -2.852 4.260 2.602
H -3.583 4.602 0.844
H -0.953 3.461 0.677
H -0.206 1.217 -0.164
H -2.321 -2.308 0.866
N 3.967 -0.161 1.166
H 4.270 0.526 0.639
C 4.072 -0.387 2.400
C 3.369 0.355 3.570
H 3.561 0.223 4.434
H 3.990 1.319 3.216
H 2.308 0.651 3.371
H 5.129 -0.936 2.816
H 3.608 -1.507 2.692
H 2.449 0.624 -3.015
H 0.743 -1.761 -3.824
H 1.033 -0.356 -4.818
*
```

- lowest unoccupied orbital energy (eV) = 0.50
- E_HOMO (Eh) = -0.2990
- ΔE to the lowest compared entry with this formula, charge and spin (kcal per mole) = 382.2



DFT (ωB97M-V/def2-TZVPD) results for 2 unconnected molecules or ions with the total composition C16H23NO5.

Geometry as ORCA input:
```
! wB97M-V def2-TZVPD RIJCOSX def2/J DEFGRID3
* xyz 0 1
C -2.933 -0.386 2.749
O -2.485 -0.004 1.432
C -1.176 -0.174 1.162
C -0.752 -1.522 0.681
O 0.333 -1.688 0.135
O -1.666 -2.505 0.820
C -1.305 -3.781 0.253
C -0.155 0.382 2.085
O 0.909 -0.136 2.376
O -0.545 1.547 2.665
C 0.465 1.980 3.585
H -4.022 -0.440 2.728
H -2.502 -1.350 3.033
H -2.609 0.412 3.416
H -2.235 -4.260 -0.048
H -0.649 -3.663 -0.612
H -0.792 -4.378 1.009
H 0.072 2.865 4.078
H 0.641 1.154 4.283
H 1.392 2.209 3.047
C -2.970 1.055 -1.296
N -1.704 0.329 -1.282
C -1.559 -0.648 -2.345
C -0.657 0.858 -0.602
C 0.717 0.909 -1.099
C 1.190 0.511 -2.392
C 2.557 0.304 -2.608
C 3.511 0.569 -1.622
C 4.973 0.300 -1.832
C 3.063 1.206 -0.451
C 1.712 1.428 -0.227
H -3.674 0.473 -1.905
H -3.339 1.154 -0.268
H -2.821 2.060 -1.740
H -2.508 -1.195 -2.419
H -1.408 -0.171 -3.334
H -0.757 -1.376 -2.145
H -0.930 1.604 0.157
H 0.501 0.324 -3.217
H 2.909 -0.106 -3.557
H 5.554 0.607 -0.955
H 5.148 -0.766 -2.018
H 5.347 0.855 -2.704
H 3.780 1.490 0.319
H 1.382 1.964 0.668
*
```

- lowest unoccupied orbital energy (eV) = 0.22
- E_HOMO (Eh) = -0.2603
- ΔE to the lowest compared entry with this formula, charge and spin (kcal per mole) = 106.9



DFT (ωB97M-V/def2-TZVPD) results for a molecular structure, C16H23O2Ru.

Geometry as ORCA input:
```
! wB97M-V def2-TZVPD RIJCOSX def2/J DEFGRID3
* xyz -1 5
Ru -0.044 0.345 1.255
C 2.235 0.284 2.228
C 2.614 -0.515 1.141
C 2.243 0.118 -0.046
H 3.144 -1.475 1.220
C 1.559 1.326 0.268
C 1.602 1.498 1.731
H 1.416 2.394 2.257
H 2.455 0.109 3.289
H 2.498 -0.207 -1.066
H 1.274 2.130 -0.431
C -2.375 0.324 1.751
C -1.661 1.499 2.267
C -1.144 2.177 1.003
H -1.565 1.873 3.199
C -1.551 1.317 -0.063
C -2.288 0.291 0.417
H -2.777 -0.552 -0.257
H -2.890 -0.389 2.459
H -0.648 3.085 1.003
H -1.333 1.604 -1.157
O -0.040 -1.199 -0.755
C -0.215 -0.635 -3.082
C 0.422 -1.948 -2.991
C 0.576 0.656 -3.153
C -1.746 -0.572 -3.203
C 0.401 -2.212 -1.435
H 1.463 -1.926 -3.380
H -0.146 -2.708 -3.552
H -0.242 -3.154 -1.244
H 1.442 -2.524 -1.084
H 0.561 0.925 -4.159
H 1.604 0.472 -2.815
H 0.150 1.458 -2.536
H -1.930 -0.689 -4.227
H -2.150 0.356 -2.832
H -2.205 -1.415 -2.632
C -0.143 -0.390 4.177
O -0.102 -0.886 2.849
H 0.455 -1.092 4.776
H -1.186 -0.389 4.538
H 0.269 0.634 4.273
*
```

- lowest unoccupied orbital energy (alpha / beta) (eV) = 3.41 / 3.14
- E_HOMO (alpha / beta) (Eh) = -0.0926 / -0.1244



DFT (ωB97M-V/def2-TZVPD) results for a molecular structure, C16H23O2V.

Geometry as ORCA input:
```
! wB97M-V def2-TZVPD RIJCOSX def2/J DEFGRID3
* xyz -2 3
V 0.117 -0.065 0.129
C 0.765 -1.968 1.402
C -0.666 -2.017 1.409
C -1.117 -2.160 0.065
H -1.319 -2.034 2.279
C 0.043 -2.255 -0.781
C 1.202 -2.151 0.051
H 2.229 -2.335 -0.266
H 1.423 -1.934 2.271
H -2.156 -2.272 -0.236
H 0.044 -2.517 -1.837
C 1.648 1.681 0.815
C 2.327 0.462 0.496
C 2.158 0.224 -0.917
H 2.942 -0.116 1.184
C 1.363 1.289 -1.445
C 1.033 2.173 -0.370
H 0.492 3.115 -0.467
H 1.674 2.197 1.773
H 2.646 -0.536 -1.525
H 1.156 1.454 -2.501
O -0.923 0.156 -1.367
C -0.851 0.250 -4.190
C -2.099 0.413 -3.442
C -0.294 -1.085 -4.407
C -0.220 1.431 -4.803
C -1.873 0.974 -2.025
H -2.636 -0.546 -3.372
H -2.751 1.123 -3.969
H -1.482 2.005 -2.093
H -2.814 0.994 -1.446
H -0.757 -1.599 -5.267
H -0.450 -1.725 -3.527
H 0.784 -1.032 -4.615
H -0.613 1.642 -5.813
H 0.861 1.276 -4.923
H -0.382 2.342 -4.206
C -0.285 0.666 3.112
O -0.494 0.578 1.703
H -0.208 -0.335 3.572
H -1.150 1.197 3.535
H 0.643 1.222 3.333
*
```

- lowest unoccupied orbital energy (alpha / beta) (eV) = 5.03 / 4.99
- E_HOMO (alpha / beta) (Eh) = 0.0953 / 0.0950
- ΔE to the lowest compared entry with this formula, charge and spin (kcal per mole) = 0.0



DFT (ωB97M-V/def2-TZVPD) results for a molecular structure, C16H23O4PtS.

Geometry as ORCA input:
```
! wB97M-V def2-TZVPD RIJCOSX def2/J DEFGRID3
* xyz -1 5
Pt 0.330 0.425 -0.080
C -0.226 2.020 1.166
C -1.343 1.864 0.208
C -2.183 0.797 0.699
H -1.552 2.559 -0.594
C -1.582 0.238 1.848
C -0.357 0.923 2.126
H 0.299 0.783 2.977
H 0.443 2.871 1.201
H -3.163 0.562 0.288
H -2.033 -0.528 2.475
C 2.163 -0.632 -0.197
C 2.040 -0.580 1.266
C 1.117 -1.607 1.646
H 2.665 0.035 1.905
C 0.612 -2.239 0.493
C 1.179 -1.607 -0.677
H 1.105 -1.938 -1.705
H 2.970 -0.222 -0.784
H 0.879 -1.880 2.669
H -0.008 -3.128 0.455
O -0.867 -0.268 -1.514
C -2.849 -2.668 -1.784
C -2.948 -1.374 -2.586
C -3.129 -2.500 -0.335
C -1.618 -3.441 -2.137
C -1.890 -0.166 -2.445
H -3.926 -0.943 -2.426
H -2.935 -1.661 -3.629
H -1.297 -0.097 -3.399
H -2.454 0.796 -2.281
H -3.845 -3.282 -0.056
H -3.619 -1.559 -0.091
H -2.307 -2.595 0.392
H -1.972 -4.326 -2.663
H -0.982 -3.806 -1.318
H -0.955 -2.936 -2.836
C 2.778 2.591 -0.841
S 1.452 2.506 -2.040
O 0.396 3.372 -1.572
O 1.992 2.677 -3.396
O 1.087 1.006 -1.985
H 3.124 3.623 -0.866
H 3.565 1.909 -1.169
H 2.433 2.332 0.169
*
```

- lowest unoccupied orbital energy (alpha / beta) (eV) = 2.66 / 2.32
- E_HOMO (alpha / beta) (Eh) = -0.1166 / -0.1415



DFT (ωB97M-V/def2-TZVPD) results for a molecular structure, C16H24AlO8.

Geometry as ORCA input:
```
! wB97M-V def2-TZVPD RIJCOSX def2/J DEFGRID3
* xyz 3 1
Al 0.485 -0.837 -0.387
O -0.608 0.584 -0.790
C -0.535 1.776 -0.639
O -0.227 2.658 -1.676
C -0.407 4.027 -1.327
C -0.886 4.085 0.172
C -0.588 2.587 0.618
H -1.028 4.614 -2.004
H 0.575 4.480 -1.459
H -1.965 4.229 0.130
H -0.331 4.937 0.566
H -1.470 2.107 1.043
H 0.230 2.468 1.328
O -0.789 -0.705 -1.783
C -1.930 -1.155 -2.116
O -2.668 -1.742 -1.077
C -3.791 -2.343 -1.528
C -4.093 -1.821 -2.988
C -2.698 -1.238 -3.477
H -4.743 -2.103 -1.055
H -3.522 -3.399 -1.503
H -4.726 -0.936 -2.922
H -4.670 -2.402 -3.707
H -2.836 -0.294 -4.004
H -2.279 -1.941 -4.197
O 1.655 0.514 -0.301
C 2.699 1.163 -0.321
O 3.425 1.509 -1.457
C 4.404 2.468 -1.146
C 4.317 2.764 0.345
C 3.603 1.587 0.894
H 4.203 3.372 -1.721
H 5.384 2.184 -1.530
H 3.824 3.736 0.373
H 5.289 2.923 0.812
H 2.863 1.818 1.661
H 4.222 0.726 1.147
O -0.439 -1.852 0.935
C -0.372 -2.683 1.832
O -0.895 -3.906 1.862
C -0.587 -4.749 2.989
C 0.465 -3.898 3.705
C 0.336 -2.502 3.120
H -0.033 -5.647 2.716
H -1.469 -4.968 3.591
H 1.434 -4.397 3.670
H 0.184 -3.934 4.757
H 1.296 -1.985 3.112
H -0.306 -1.877 3.740
*
```

- lowest unoccupied orbital energy (eV) = -12.34
- E_HOMO (Eh) = -0.6969
- ΔE to the lowest compared entry with this formula, charge and spin (kcal per mole) = 0.0



DFT (ωB97M-V/def2-TZVPD) results for a molecular structure, C16H24AsF7MnO12.

Geometry as ORCA input:
```
! wB97M-V def2-TZVPD RIJCOSX def2/J DEFGRID3
* xyz 0 6
Mn -0.004 -0.221 -1.279
As 1.486 -3.041 0.823
F 0.433 -2.877 2.266
F 2.629 -1.827 1.544
F 2.632 -3.201 -0.666
F 0.348 -4.164 -0.015
F 0.626 -1.714 -0.080
F 2.366 -4.416 1.501
F -0.532 -1.193 -2.982
C 5.994 -0.305 -3.785
C 5.322 -0.880 -2.506
C 5.646 -0.149 -1.230
O 4.411 0.241 -0.708
C 3.425 -0.187 -1.564
O 2.186 -0.005 -1.417
O 3.959 -0.752 -2.612
H 5.691 0.724 -3.978
H 5.518 -0.824 -4.617
H 7.071 -0.348 -3.947
H 5.534 -1.942 -2.383
H 6.305 0.712 -1.339
H 6.224 -0.832 -0.607
C 0.046 3.376 4.198
C 0.904 2.172 3.755
C 0.425 0.790 4.223
O 0.134 0.121 2.984
C 0.306 0.885 1.935
O 0.120 0.589 0.775
O 0.740 2.066 2.375
H 0.186 3.562 5.263
H -0.999 3.118 4.024
H 0.239 4.299 3.652
H 1.943 2.412 3.981
H -0.485 0.816 4.823
H 1.251 0.363 4.792
C -3.769 4.467 -3.598
C -3.018 3.996 -2.334
C -3.581 2.893 -1.422
O -2.665 1.867 -1.524
C -1.559 2.279 -2.080
O -0.526 1.614 -2.128
O -1.725 3.471 -2.643
H -3.185 5.260 -4.066
H -4.763 4.847 -3.364
H -3.808 3.676 -4.347
H -2.856 4.799 -1.615
H -4.590 2.659 -1.759
H -3.581 3.245 -0.391
C -4.203 -3.696 2.410
C -2.971 -3.509 1.487
C -3.094 -3.903 -0.019
O -2.751 -2.686 -0.630
C -2.485 -1.748 0.172
O -2.094 -0.641 -0.241
O -2.694 -2.145 1.478
H -4.362 -4.748 2.646
H -5.104 -3.282 1.958
H -4.043 -3.170 3.351
H -2.045 -3.925 1.885
H -4.116 -4.188 -0.269
H -2.491 -4.801 -0.156
*
```

- lowest unoccupied orbital energy (alpha / beta) (eV) = 0.25 / 0.25
- E_HOMO (alpha / beta) (Eh) = -0.2987 / -0.3374
- ΔE to the lowest compared entry with this formula, charge and spin (kcal per mole) = 47.4